Record 1
Density functional theory data (wB97M-V/def2-TZVPD) for a molecular structure, C23H50N3O6PS2SiW at a distorted geometry.

```
87
Properties=species:S:1:pos:R:3:forces:R:3:mulliken_spin:R:1
W 0.3250 -0.2168 0.3610 1.136 0.362 0.103 0.878
C 5.6877 3.2069 0.0896 -0.022 0.002 -0.045 0.000
C 4.5134 2.2961 -0.1591 0.037 -0.057 0.074 -0.001
O 4.3806 1.4162 1.0026 -0.210 0.047 0.003 -0.005
P 3.0224 0.6310 1.2205 0.324 0.096 0.097 -0.015
S 1.3591 1.6924 1.5330 -0.067 -0.167 0.049 0.028
S 2.5636 -0.6416 -0.2938 -0.016 0.032 0.017 -0.016
O 3.3298 -0.1756 2.5531 -0.006 0.045 -0.016 0.003
C 4.4851 -1.0546 2.6186 0.028 -0.034 -0.019 0.000
C 4.2776 -1.9998 3.7752 0.013 0.018 -0.021 0.000
H 5.8123 3.8769 -0.7607 -0.003 0.007 -0.021 0.000
H 6.6060 2.6348 0.2104 0.003 -0.024 0.011 0.000
H 5.5281 3.8103 0.9814 -0.015 0.001 0.017 0.000
H 4.6584 1.6621 -1.0346 0.008 0.022 0.002 0.000
H 3.5820 2.8541 -0.2777 0.020 0.007 0.011 0.001
H 5.3707 -0.4331 2.7474 -0.015 -0.015 0.008 0.000
H 4.5658 -1.5946 1.6714 0.009 -0.001 0.026 0.000
H 4.1487 -1.4475 4.7049 -0.007 0.026 0.020 0.000
H 5.1449 -2.6497 3.8841 0.023 -0.007 -0.018 0.000
H 3.4009 -2.6252 3.6070 -0.036 -0.009 -0.005 0.000
C -1.1054 -2.5825 5.3791 0.006 -0.025 0.030 -0.001
C 0.1386 -1.7297 5.2179 0.047 -0.009 0.050 -0.001
N 0.3537 -1.4676 3.8039 -0.153 -0.142 -0.168 0.002
C -0.1293 -2.2261 2.8108 0.048 0.037 0.300 -0.078
N 0.1603 -1.8384 1.5716 -0.341 -0.205 -0.262 0.077
C -0.2453 -2.6354 0.4297 -0.233 -0.144 -0.154 -0.098
C -1.5506 -3.3592 0.7177 0.029 -0.062 0.004 0.014
C -1.3542 -4.1718 1.9893 0.072 -0.002 -0.058 -0.002
N -0.8503 -3.3263 3.0709 0.104 0.240 -0.006 -0.001
C -1.0237 -3.7803 4.4488 0.037 -0.036 0.058 0.001
H -1.9939 -1.9970 5.1365 -0.011 0.013 -0.001 0.000
H -1.1971 -2.9166 6.4108 0.007 -0.012 0.011 0.000
H 1.0120 -2.2413 5.6331 -0.030 0.011 0.030 0.000
H 0.0336 -0.7745 5.7311 -0.016 -0.029 0.008 0.000
H 0.9540 -0.7071 3.5137 0.012 0.010 -0.013 -0.004
H 0.5452 -3.3082 0.0811 -0.056 0.034 0.094 -0.004
H -0.4277 -1.9221 -0.4531 -0.012 -0.378 -0.002 0.086
H -1.8369 -4.0144 -0.1041 0.017 -0.002 -0.001 0.000
H -2.3491 -2.6278 0.8630 -0.006 -0.042 0.001 -0.005
H -0.6537 -4.9967 1.8179 -0.053 0.011 -0.024 -0.001
H -2.2964 -4.6035 2.3276 0.003 0.023 -0.056 0.000
H -0.1957 -4.4406 4.7284 -0.032 0.011 0.025 0.000
H -1.9413 -4.3671 4.4851 0.016 0.028 0.019 0.000
C 0.2061 0.1952 -4.4908 0.046 -0.035 -0.087 0.000
C -0.9377 -0.6967 -4.0332 -0.028 -0.046 -0.017 -0.011
C -0.3874 -1.9902 -3.4406 -0.022 0.067 0.016 0.019
C -1.8932 -0.9880 -5.1813 0.051 -0.003 0.019 0.001
O -1.7238 -0.0578 -3.0102 -0.055 -0.103 -0.002 -0.004
Si -1.4688 1.2448 -2.0821 0.117 0.012 0.235 -0.007
O -0.2794 0.9631 -0.9861 -0.340 0.111 -0.552 0.139
O -2.8126 1.5310 -1.2064 -0.093 0.129 -0.259 -0.002
C -3.4493 0.7584 -0.2052 -0.025 0.079 0.122 0.000
C -2.4504 0.4124 0.9092 -0.100 -0.349 0.261 0.015
C -4.5579 1.6428 0.3670 0.145 -0.116 0.003 0.000
C -4.0314 -0.5045 -0.8174 0.043 -0.214 0.016 -0.003
O -1.1155 2.5285 -2.9843 0.008 0.119 -0.057 0.006
C -0.4398 3.7558 -2.6351 -0.004 0.002 -0.009 0.000
C -0.9463 4.2674 -1.2923 -0.003 0.014 -0.023 -0.010
C -0.7748 4.7346 -3.7500 0.052 0.034 0.068 0.000
C 1.0593 3.4806 -2.5828 -0.002 0.062 -0.020 0.008
H 0.7773 -0.3138 -5.2676 0.017 -0.022 -0.007 0.000
H 0.8847 0.4181 -3.6643 0.004 0.016 0.042 -0.001
H -0.1696 1.1326 -4.8944 -0.016 0.031 -0.013 0.000
H 0.1256 -2.5798 -4.2000 0.005 -0.007 -0.040 0.000
H -1.2016 -2.5896 -3.0292 -0.022 -0.016 0.016 -0.001
H 0.3335 -1.7602 -2.6517 0.006 -0.002 0.040 -0.005
H -1.3697 -1.4732 -6.0048 0.020 -0.026 -0.018 0.000
H -2.3292 -0.0600 -5.5466 -0.008 0.051 -0.014 0.000
H -2.7012 -1.6393 -4.8494 -0.018 -0.015 0.029 0.000
H -1.8418 1.2690 1.1841 -0.067 0.166 0.055 0.011
H -1.8229 -0.4641 0.5970 -0.273 0.290 -0.023 -0.016
H -2.9755 0.0517 1.7957 0.015 0.073 0.047 0.001
H -4.1293 2.5522 0.7842 0.027 0.063 0.026 0.000
H -5.1118 1.1237 1.1497 -0.004 -0.026 0.003 0.000
H -5.2506 1.9229 -0.4248 0.014 -0.013 -0.039 0.000
H -3.2404 -1.1441 -1.2232 -0.062 0.064 0.021 0.004
H -4.6988 -0.2473 -1.6378 -0.031 0.016 -0.016 0.000
H -4.5965 -1.0660 -0.0705 -0.016 -0.013 0.007 0.000
H -2.0316 4.3566 -1.3109 -0.044 0.004 0.010 0.000
H -0.5219 5.2482 -1.0754 0.028 0.009 -0.019 -0.002
H -0.6618 3.5899 -0.4852 0.001 -0.034 0.015 0.003
H -1.8465 4.9259 -3.7810 -0.032 -0.020 0.008 0.000
H -0.4667 4.3306 -4.7135 0.011 -0.032 -0.022 0.000
H -0.2576 5.6811 -3.5905 0.004 0.022 0.003 0.000
H 1.2855 2.7336 -1.8209 -0.012 -0.026 0.024 -0.005
H 1.6009 4.3970 -2.3436 0.000 0.031 0.005 -0.001
H 1.4111 3.1192 -3.5490 0.005 -0.029 -0.034 0.000
```
Positions in Å, forces in eV/Å.

The calculation puts the HOMO energy (spin up / spin down) at -9.35 / -9.81 eV. The spin multiplicity is 2. The energy above the lowest of the compared OMol25 structures with the same formula, charge and spin comes out at 9.6 kcal/mol. Its expectation value of S² is 0.756. The net charge is +1.

=====

Record 2
Density functional theory data (wB97M-V/def2-TZVPD) for a molecular structure, C23H51AgBr3Cl6O14P3 at a distorted geometry.

```
101
Properties=species:S:1:pos:R:3:forces:R:3:mulliken_spin:R:1
Ag -1.7225 -1.3788 -0.8877 0.443 0.487 0.034 0.132
C -0.4988 2.7250 -0.6473 -0.108 -0.253 -0.376 -0.001
C -0.8272 1.2541 -0.7722 1.415 3.905 0.166 -0.040
O -0.3299 0.4101 -0.0160 -0.144 -1.715 0.447 0.435
O -1.6378 0.9176 -1.6406 -1.019 -1.665 -0.660 0.430
H 0.5583 2.9899 -0.6269 0.078 -0.502 0.504 0.006
H -1.0252 3.0894 0.2348 0.113 0.167 0.013 0.001
H -0.8279 3.2306 -1.5551 -0.471 -0.105 0.179 0.016
C -2.8828 7.4033 1.5112 -0.287 0.351 -0.625 0.000
Br -1.8860 5.7519 0.9833 -0.848 1.196 0.498 0.000
Br -4.8606 7.2089 1.5594 1.309 -0.175 -0.138 0.000
Br -2.4031 8.9528 0.3431 -0.228 -1.131 0.736 0.000
H -2.5922 7.6728 2.5265 0.075 -0.219 -0.355 0.000
C -0.4423 -5.6254 3.8217 -1.429 -0.092 0.971 0.000
C -0.9938 -4.7845 2.6684 -0.405 -0.954 2.091 0.000
O 0.1730 -4.5319 1.9520 1.136 2.049 -1.773 0.000
P 0.6175 -3.0570 1.5275 0.754 -0.374 0.236 -0.001
O -0.3180 -2.4807 0.4865 1.484 -0.484 1.291 0.011
O 0.7207 -2.2047 2.9210 -0.197 -5.767 -1.820 0.001
C 0.7110 -0.8731 3.0249 -0.273 3.989 -0.347 -0.003
C 1.2468 -0.4655 4.3838 0.068 -0.749 -0.242 0.000
O 2.1414 -3.3461 1.0637 -2.882 0.745 -0.438 0.000
C 3.2825 -3.5208 1.8904 2.052 -0.617 0.669 0.000
C 3.4508 -4.9206 2.4796 -2.342 0.170 0.311 0.000
H -1.2539 -5.8329 4.5191 -0.186 -0.305 0.022 0.000
H -0.0381 -6.5834 3.4946 0.011 0.177 -0.212 0.000
H 0.2872 -5.1184 4.4533 0.193 0.288 -0.477 0.000
H -1.7772 -5.3226 2.1347 0.504 -0.277 -0.607 0.000
H -1.5203 -3.8909 3.0034 0.418 0.348 0.225 0.000
H 1.3262 -0.4441 2.2340 0.261 0.320 -0.002 0.004
H -0.3025 -0.5277 2.8211 -0.238 0.374 0.245 -0.002
H 2.2304 -0.9328 4.4315 0.255 0.414 0.197 0.000
H 1.3043 0.6152 4.5135 0.020 -0.142 -0.044 0.000
H 0.6613 -0.9303 5.1771 -0.204 0.221 0.038 0.000
H 4.1306 -3.4353 1.2112 -0.142 0.747 -0.072 0.000
H 3.3476 -2.7569 2.6653 -0.142 0.058 -0.263 0.000
H 2.4829 -5.1234 2.9379 -0.225 -0.359 0.142 0.000
H 3.5376 -5.6768 1.6993 0.589 0.003 0.205 0.000
H 4.1079 -4.9930 3.3463 0.601 0.136 -0.614 0.000
C -6.9663 -3.8102 -3.2586 1.251 0.419 1.238 0.000
C -6.0167 -2.7081 -2.6380 -1.130 -1.178 0.001 0.000
O -5.5329 -1.9076 -3.6715 2.241 3.507 -0.672 0.000
P -4.5137 -0.6730 -3.2037 -2.996 -0.550 -2.475 0.006
O -3.3912 -1.1767 -2.3845 -0.077 0.254 -0.053 0.008
O -5.5247 0.4006 -2.4743 0.547 -3.982 -1.606 0.000
C -4.9681 1.4091 -1.7345 1.625 3.237 -0.057 -0.002
C -5.9920 2.5167 -1.5897 -0.516 -0.453 0.615 0.000
O -4.1860 0.0081 -4.6665 0.049 -1.622 2.777 0.000
C -3.0345 -0.4772 -5.4067 1.355 0.750 -0.315 0.000
C -2.4794 0.7497 -6.1017 -0.494 -0.427 -0.786 -0.001
H -7.7450 -3.4152 -3.9111 0.080 0.282 0.327 0.000
H -6.4311 -4.5804 -3.8140 0.291 0.254 -0.053 0.000
H -7.3800 -4.3209 -2.3890 -0.428 -0.030 -0.145 0.000
H -6.5546 -2.0568 -1.9492 -0.393 -0.228 0.162 0.000
H -5.1252 -3.0559 -2.1161 -0.332 -0.864 0.234 0.000
H -4.5107 1.1986 -0.7678 -0.427 -0.902 0.207 0.001
H -4.1214 1.7732 -2.3164 0.261 0.448 -0.066 -0.001
H -6.6901 2.1898 -0.8190 -0.197 0.177 0.091 0.000
H -5.5543 3.4561 -1.2521 0.086 -0.048 -0.141 0.000
H -6.5886 2.6508 -2.4921 0.335 0.124 -0.114 0.000
H -2.1757 -0.8202 -4.8297 -0.537 -0.158 1.069 0.000
H -3.2291 -1.3243 -6.0645 -0.814 0.289 -0.101 0.000
H -2.2633 1.5253 -5.3669 0.083 -0.029 -0.124 0.001
H -1.5858 0.4611 -6.6552 0.148 0.161 0.102 0.000
H -3.2006 1.1080 -6.8362 0.023 0.269 0.080 0.000
C 8.1458 -0.9577 1.0612 -1.198 -0.047 1.244 0.000
C 7.5424 -0.6135 2.4587 2.076 0.750 -0.321 0.000
O 6.6065 0.5173 2.4483 -0.919 -0.234 -0.030 0.000
P 5.1484 0.4348 1.8059 -0.330 -1.243 0.543 0.000
O 4.2114 -0.5955 2.4097 1.536 1.984 -1.319 0.000
O 5.5565 0.1776 0.2588 -0.417 0.280 1.093 0.000
C 4.8839 -0.8585 -0.4217 -2.013 -0.165 -0.928 0.000
C 4.8158 -0.4693 -1.9039 0.699 -0.331 0.575 0.000
O 4.6142 1.9543 1.8205 1.153 -1.019 0.695 0.000
C 3.3763 2.2991 1.2053 -0.716 -0.208 0.148 -0.002
C 3.5754 3.3343 0.1539 0.721 -0.438 -1.362 0.000
H 8.2293 -0.0172 0.5167 -0.374 -0.428 -0.483 0.000
H 9.1396 -1.4037 1.1007 -0.058 0.021 0.508 0.000
H 7.4531 -1.7334 0.7346 0.225 0.366 -1.284 0.000
H 7.2150 -1.5163 2.9743 -0.700 0.350 -0.003 0.000
H 8.3871 -0.2097 3.0170 -0.337 0.070 0.419 0.000
H 5.2665 -1.8448 -0.1592 0.568 0.065 -0.418 0.000
H 3.8507 -0.8946 -0.0762 -0.154 -0.090 0.234 0.000
H 4.3314 -1.2042 -2.5469 0.165 -0.233 0.217 0.000
H 4.2400 0.4509 -2.0037 0.204 0.131 0.066 0.000
H 5.8507 -0.3145 -2.2089 -0.146 0.154 -0.487 0.000
H 2.9139 1.4101 0.7765 -0.015 -0.164 -0.130 0.002
H 2.6637 2.6715 1.9412 0.260 -0.127 0.472 0.000
H 2.6814 3.3955 -0.4666 -0.292 0.628 0.379 0.000
H 3.9870 4.2873 0.4864 -0.447 -0.031 0.136 0.000
H 4.2764 2.9335 -0.5782 0.418 0.009 0.050 0.000
C -1.5007 5.2099 -3.4154 -0.219 0.756 -1.239 0.000
Cl -2.1235 5.7271 -5.0635 0.110 -0.182 1.210 0.000
Cl -1.2030 6.6337 -2.3777 0.006 -0.854 -0.651 0.000
Cl -0.0545 4.2358 -3.7587 -0.102 0.228 0.407 0.001
H -2.2727 4.5889 -2.9609 0.238 0.149 -0.053 -0.001
C -2.8687 1.8474 3.1035 0.391 0.054 -0.463 0.000
Cl -3.5128 1.7721 4.7286 -0.059 -0.011 -0.248 0.000
Cl -1.2019 2.4777 3.1113 -0.050 0.020 0.082 0.000
Cl -3.8575 2.8365 1.9974 0.015 -0.306 0.316 0.000
H -2.7841 0.8526 2.6660 -0.285 0.139 0.278 -0.001
```
Positions in Å, forces in eV/Å.

The calculation puts the HOMO energy (spin up / spin down) at -12.18 / -12.18 eV. The spin multiplicity is 2. The energy above the lowest of the compared OMol25 structures with the same formula, charge and spin comes out at 54.3 kcal/mol. Its expectation value of S² is 0.760. The net charge is +1.

=====

Number 1: total energy -3016.55120 hartree. Number 2: total energy -13614.50159 hartree.